A molecular structure, C27H48CuF3N6O3SSi4. Source: the Open Molecules 2025 dataset; level of theory: ωB97M-V/def2-TZVPD.

Its charge is -2. For the HOMO-LUMO gap, the calculation gives 5.071 eV. The energy relative to the best compared isomer or geometry (same formula, charge and spin) is 0.00 kJ/mol. As for the HOMO energy: -1.1 eV. The calculation puts the LUMO energy at 3.93 eV. For the largest force on an atom, the calculation gives 0.99 eV/A. The multiplicity is 1.

Structure (XYZ):
```
93
Properties=species:S:1:pos:R:3:forces:R:3
Cu -0.7894 -0.5103 1.8548 0.492 0.050 -0.862
C 1.0918 2.6283 2.2630 0.057 -0.069 -0.053
N 0.9959 1.1804 2.3976 -0.149 0.154 -0.104
C 1.9544 0.5519 2.9508 0.031 -0.265 0.064
C 1.8897 -0.8757 3.1432 -0.022 0.356 0.066
C 2.8544 -1.7502 3.6547 -0.028 -0.166 -0.060
C 2.2532 -3.0231 3.6439 -0.093 0.200 -0.041
C 0.9564 -2.8228 3.1380 0.108 -0.017 0.036
N 0.7384 -1.5343 2.8386 -0.003 -0.165 -0.190
C 2.1651 3.0325 1.2776 -0.061 -0.099 -0.091
C 2.0174 2.6728 -0.0655 0.019 -0.065 0.012
C 2.9905 2.9937 -0.9970 0.050 -0.016 0.025
C 4.1472 3.6648 -0.6034 -0.055 -0.021 0.024
C 4.3079 4.0187 0.7273 -0.043 -0.006 0.021
C 3.3178 3.7076 1.6580 0.031 0.028 -0.011
H 1.2616 3.1142 3.2309 0.084 0.007 0.031
H 0.1261 2.9813 1.8964 -0.049 0.011 0.052
H 2.8585 1.0664 3.3127 0.034 0.010 0.007
H 3.8518 -1.4887 3.9838 -0.016 0.008 0.019
H 2.6832 -3.9581 3.9748 -0.006 0.001 -0.016
H 0.1773 -3.5574 2.9846 0.019 0.006 0.007
H 1.1323 2.1218 -0.3650 0.100 -0.031 0.005
H 2.8478 2.7175 -2.0353 -0.005 -0.024 -0.006
H 4.9126 3.9085 -1.3315 -0.010 0.005 0.008
H 5.2027 4.5415 1.0456 0.000 -0.002 0.009
H 3.4421 3.9930 2.6971 0.020 -0.010 -0.003
C -2.5070 -0.3906 -3.7995 -0.154 0.080 -0.121
Si -1.4536 -0.7479 -2.2639 0.208 0.037 0.164
C 0.1785 0.1055 -2.7508 0.110 0.087 0.001
C -1.1538 -2.6125 -2.4016 -0.052 -0.154 0.054
Si -2.1292 -0.1392 -0.0920 0.154 -0.046 -0.281
Si -4.1589 -1.2899 -0.0497 0.155 -0.104 0.328
C -5.3610 -0.6186 1.2366 -0.084 0.140 0.135
C -5.2445 -1.4587 -1.5876 -0.114 0.034 -0.230
C -3.7939 -3.0662 0.4640 0.057 -0.159 0.080
Si -2.9207 2.0056 -0.5548 0.123 0.043 0.320
C -4.1844 2.3310 -1.9214 -0.175 -0.033 -0.179
C -3.7157 2.7638 0.9790 -0.056 0.028 0.141
C -1.4980 3.1775 -0.9919 0.113 0.078 -0.097
H -1.9871 -0.7906 -4.6797 -0.027 0.013 0.018
H -2.6617 0.6788 -3.9544 0.065 0.001 -0.031
H -3.4914 -0.8545 -3.7423 -0.031 -0.019 -0.034
H 0.6561 -0.4213 -3.5882 -0.014 0.047 0.023
H 0.8700 0.1348 -1.9084 0.009 -0.028 -0.026
H -0.0064 1.1412 -3.0591 -0.023 -0.058 -0.021
H -0.4346 -2.8346 -3.1993 -0.041 -0.020 0.005
H -2.0944 -3.1260 -2.6359 0.051 0.026 0.004
H -0.7673 -3.0217 -1.4667 0.035 0.027 -0.050
H -5.8172 0.3172 0.8955 -0.017 -0.050 0.001
H -4.8789 -0.4164 2.1965 -0.036 -0.047 -0.061
H -6.1631 -1.3476 1.4074 0.001 0.048 -0.011
H -5.6003 -0.4896 -1.9490 -0.005 -0.044 0.001
H -6.1141 -2.0687 -1.3144 -0.020 0.034 -0.050
H -4.7316 -1.9518 -2.4145 0.007 -0.066 0.006
H -3.2771 -3.0551 1.4284 -0.046 0.000 -0.039
H -3.1369 -3.5619 -0.2573 -0.039 0.000 0.008
H -4.7164 -3.6521 0.5625 0.043 -0.007 -0.008
H -5.0943 1.7399 -1.7853 0.011 0.052 0.030
H -3.7928 2.1021 -2.9136 -0.012 0.036 -0.008
H -4.4554 3.3934 -1.8926 -0.036 -0.025 -0.036
H -4.7371 2.3935 1.1119 0.034 0.029 0.006
H -3.7531 3.8578 0.9005 -0.037 -0.033 -0.011
H -3.1596 2.4887 1.8782 -0.011 0.044 -0.030
H -1.1176 2.9818 -2.0005 0.006 0.025 0.040
H -0.6645 3.0479 -0.2986 -0.120 0.075 0.000
H -1.8245 4.2234 -0.9431 0.020 -0.031 -0.034
F -0.2282 -0.1236 5.2682 0.036 -0.044 0.063
C -1.5302 -0.2761 5.4910 -0.012 -0.007 0.028
F -1.7212 -1.4624 6.0940 0.068 0.023 0.051
F -1.8979 0.6787 6.3747 0.079 -0.026 -0.003
S -2.5596 -0.1515 3.9658 -0.736 0.164 0.067
O -2.3901 -1.4252 3.2804 -0.015 0.295 0.436
O -3.8734 0.0522 4.5401 0.076 0.023 -0.087
O -1.9945 0.9967 3.2655 -0.146 -0.334 0.467
C 4.1349 -2.4545 -3.6726 -0.017 -0.049 -0.021
C 5.0444 -1.6618 -2.7389 -0.019 0.034 -0.046
C 4.8107 -0.1634 -2.9059 -0.006 0.041 0.004
C 4.8916 -2.1011 -1.2812 -0.129 -0.004 0.150
N 3.5688 -1.8548 -0.7379 0.427 -0.180 -0.294
C 3.0540 -0.7481 -0.2005 -0.143 0.353 0.322
N 1.7780 -0.9223 0.0118 0.061 -0.530 -0.217
N 1.5163 -2.1868 -0.4161 0.168 0.236 0.033
N 2.5778 -2.7482 -0.8722 -0.255 0.044 0.091
H 4.2407 -2.0978 -4.6996 0.021 -0.015 0.013
H 3.0877 -2.3449 -3.3859 0.020 0.020 -0.001
H 4.3708 -3.5208 -3.6534 -0.016 0.014 0.024
H 6.0878 -1.8851 -2.9911 0.014 0.026 -0.041
H 3.7676 0.0908 -2.7024 0.012 0.006 0.009
H 5.0254 0.1446 -3.9316 0.007 -0.011 0.019
H 5.4409 0.4272 -2.2351 -0.026 -0.015 -0.001
H 5.6053 -1.5699 -0.6495 0.010 0.003 0.003
H 5.0773 -3.1698 -1.1824 -0.006 -0.025 0.011
H 3.6221 0.1352 0.0446 -0.032 0.012 -0.032
```
Forces are in eV/Å.

A molecular structure, C24H33Br2N9OPRuS in a non-equilibrium geometry. Source: the Open Molecules 2025 dataset; level of theory: ωB97M-V/def2-TZVPD.

Its charge is +2. For the HOMO-LUMO gap (alpha / beta), the calculation gives 6.817 / 6.442 eV. The energy relative to the best compared isomer or geometry (same formula, charge and spin) is 107.76 kJ/mol. As for the HOMO energy (alpha / beta): -12.8 / -12.8 eV. The calculation puts the LUMO energy (alpha / beta) at -6.02 / -6.38 eV. For the largest force on an atom, the calculation gives 3.61 eV/A. The multiplicity is 2.

Structure (XYZ):
```
72
Properties=species:S:1:pos:R:3:forces:R:3
Ru -0.2982 0.3671 0.2193 -1.279 -1.864 -2.811
C 3.2277 3.8316 3.3870 -0.002 0.010 -0.022
C 2.2298 2.7815 3.6919 -0.046 0.014 -0.046
N 1.8783 2.3851 4.8664 -0.019 -0.039 0.114
N 0.9200 1.4352 4.6518 0.026 0.062 0.002
C 0.6547 1.2322 3.3665 0.038 -0.002 -0.114
S -0.4575 0.1374 2.6999 0.251 0.204 -0.575
N 1.4935 2.0927 2.7303 0.021 -0.069 0.133
N 1.5753 2.1872 1.3486 0.012 0.108 -0.099
H 3.6808 4.1528 4.3211 0.015 -0.004 -0.007
H 2.7541 4.6973 2.9206 -0.004 -0.008 -0.007
H 4.0099 3.4643 2.7216 -0.001 -0.021 0.012
H 0.4902 0.9739 5.4386 -0.008 -0.012 -0.004
H 1.4655 3.1572 1.0716 -0.009 0.025 0.048
H 2.4818 1.8545 1.0303 0.002 -0.025 0.021
Br -0.2053 0.5636 -4.9938 0.076 0.020 -0.101
C 1.2226 0.1706 -3.8330 -0.181 0.016 -0.016
C 2.5292 0.0254 -4.3392 -0.007 -0.038 0.068
C 3.5745 -0.2583 -3.5045 0.011 0.053 -0.142
Br 5.3150 -0.3873 -4.2128 -0.017 -0.042 0.028
C 3.3470 -0.4284 -2.1185 0.069 -0.143 0.115
C 4.3309 -0.7400 -1.1570 -0.055 0.097 0.026
C 3.9757 -0.8870 0.1615 -0.026 -0.119 -0.049
C 2.6342 -0.7215 0.5316 0.058 -0.148 -0.075
N 1.6977 -0.4007 -0.3436 0.100 1.047 1.449
C 2.0256 -0.2684 -1.6489 0.066 -0.007 -0.046
C 0.9440 0.0490 -2.4883 -0.102 0.196 -0.342
O -0.2526 0.2419 -1.9631 -0.149 -0.054 1.179
H 2.7062 0.1518 -5.3984 -0.052 -0.001 -0.007
H 5.3591 -0.8570 -1.4723 0.006 -0.008 0.012
H 4.7121 -1.1303 0.9143 -0.016 -0.058 -0.008
H 2.3093 -0.8804 1.5545 0.019 0.147 0.021
C -1.4235 3.7494 0.2972 0.013 -0.184 0.121
P -0.8446 2.4475 -0.8350 0.507 0.284 0.553
C 0.5737 3.2040 -1.6858 0.056 -0.214 0.079
C -2.1069 2.4957 -2.1260 -0.131 -0.307 0.125
H -1.5027 4.6988 -0.2325 -0.015 0.010 0.007
H -0.7568 3.8651 1.1523 -0.024 0.027 -0.002
H -2.4095 3.4737 0.6743 0.009 0.022 0.039
H 0.3468 4.2503 -1.8903 -0.007 0.001 -0.018
H 0.7387 2.6838 -2.6290 0.025 0.020 0.000
H 1.4893 3.1446 -1.0988 0.022 0.026 -0.057
H -2.1686 3.5235 -2.4866 0.042 0.019 0.034
H -3.0735 2.1947 -1.7287 -0.045 0.136 -0.026
H -1.8271 1.8292 -2.9377 -0.006 0.047 -0.018
C -1.8814 -4.9950 -0.6570 -0.031 0.121 -0.002
C -0.6042 -4.5048 0.0407 0.039 -0.180 -0.090
C -0.5178 -5.0656 1.4667 -0.008 0.112 0.044
C 0.6359 -4.8984 -0.7795 0.002 0.102 -0.005
C -0.6315 -3.0352 0.1123 -0.066 -0.018 -0.003
N -0.6300 -1.8897 0.1557 0.343 0.216 0.326
H -1.8236 -6.0778 -0.7611 -0.003 -0.002 0.011
H -1.9824 -4.5586 -1.6507 0.007 -0.026 -0.010
H -2.7696 -4.7518 -0.0742 0.000 -0.003 -0.002
H -0.4487 -6.1512 1.4115 -0.004 0.000 -0.016
H -1.4049 -4.8063 2.0443 0.003 -0.012 0.007
H 0.3618 -4.6900 1.9898 0.014 -0.027 -0.009
H 0.6771 -5.9842 -0.8553 -0.007 0.000 0.017
H 1.5525 -4.5495 -0.3028 0.003 -0.021 0.004
H 0.5835 -4.4845 -1.7868 0.014 -0.022 -0.007
N -5.5854 0.2145 2.0389 0.039 0.032 0.021
C -4.7171 0.0918 1.0164 0.106 -0.079 -0.110
C -3.3264 0.2567 1.1967 -0.129 0.028 0.091
N -2.4992 0.1029 0.1759 0.748 0.775 0.077
C -2.9844 -0.2139 -1.0336 -0.129 -0.277 -0.002
C -4.3536 -0.3280 -1.1950 0.003 -0.062 0.205
N -5.2065 -0.1691 -0.1944 -0.196 -0.022 -0.066
H -5.2753 0.2937 2.9895 -0.012 0.023 0.004
H -6.5639 0.0627 1.8610 0.003 -0.016 -0.022
H -2.9128 0.5021 2.1647 0.012 0.080 -0.051
H -2.2791 -0.3737 -1.8350 -0.030 0.070 0.007
H -4.7793 -0.5502 -2.1659 0.040 -0.018 -0.015
```
Forces are in eV/Å.

A gas-phase ion, C6H9N2O2S3 (charge +1) in a non-equilibrium geometry. Source: the Open Molecules 2025 dataset; level of theory: ωB97M-V/def2-TZVPD.

Its structure (SMILES) is CSC1=CNC(=[NH2+])O[S@@](=O)(C=S)=C1. Its charge is +1. For the HOMO-LUMO gap (alpha / beta), the calculation gives 6.016 / 6.011 eV. The energy relative to the best compared isomer or geometry (same formula, charge and spin) is 154.99 kJ/mol. As for the HOMO energy (alpha / beta): -11.5 / -11.5 eV. The calculation puts the LUMO energy (alpha / beta) at -5.47 / -5.47 eV. For the largest force on an atom, the calculation gives 2.63 eV/A. The multiplicity is 1.

Structure (XYZ):
```
22
Properties=species:S:1:pos:R:3:forces:R:3
C -2.6466 2.7174 0.7424 0.395 -0.266 -0.009
S -0.9529 2.7530 0.1022 -0.102 -0.015 -0.033
C -0.4700 1.0596 0.0253 0.510 0.563 -0.350
C 0.7899 0.9151 -0.5586 -0.424 0.226 0.716
N 1.3907 -0.1482 -1.2191 0.164 -0.647 -0.373
C 1.1799 -1.4710 -1.1753 0.033 0.452 -0.696
N 1.8342 -2.2984 -2.0068 -0.318 0.021 0.217
O 0.1234 -1.9738 -0.5648 0.322 -0.395 -0.245
S -0.4150 -1.3501 0.9337 -0.887 2.461 -0.226
O -1.1380 -2.4100 1.5273 -0.072 -0.784 0.131
C 1.2161 -0.9301 1.6105 0.516 -0.551 -1.099
S 2.5051 -1.7332 1.0653 -0.502 0.298 0.890
C -1.2696 0.0463 0.5370 1.081 -1.462 0.747
H -2.6612 2.3656 1.7703 -0.092 -0.001 0.046
H -3.2660 2.1029 0.0952 -0.120 0.054 0.033
H -2.9894 3.7485 0.7049 0.023 0.001 -0.007
H 1.3342 1.8339 -0.7155 0.161 -0.032 -0.023
H 2.1964 0.1383 -1.7615 -0.104 -0.113 -0.019
H 1.5988 -3.2776 -1.9616 0.037 0.015 0.025
H 2.7250 -2.0489 -2.4036 -0.034 0.014 -0.014
H 1.1901 -0.1698 2.3658 -0.216 0.381 0.290
H -2.2750 0.1306 0.8870 -0.371 -0.221 0.000
```
Forces are in eV/Å.

2 unconnected molecules or ions with the total composition H3O3PS in a non-equilibrium geometry. Source: the Open Molecules 2025 dataset; level of theory: ωB97M-V/def2-TZVPD.

Its charge is 0. For the HOMO-LUMO gap (alpha / beta), the calculation gives 8.496 / 8.495 eV. The energy relative to the best compared isomer or geometry (same formula, charge and spin) is 383.30 kJ/mol. As for the HOMO energy (alpha / beta): -9.8 / -9.8 eV. The calculation puts the LUMO energy (alpha / beta) at -1.35 / -1.35 eV. For the largest force on an atom, the calculation gives 4.98 eV/A. The multiplicity is 1.

Structure (XYZ):
```
8
Properties=species:S:1:pos:R:3:forces:R:3
O -0.4180 0.1611 -1.7371 1.600 0.199 0.301
O 1.0311 1.6472 0.6189 -2.235 -2.090 -1.730
O 0.3566 -1.1854 0.0850 2.668 1.408 -3.958
P -0.5720 -0.0047 -0.1976 -1.881 2.022 3.646
S -2.3199 -0.3289 0.6042 1.141 1.098 -0.648
H 0.5379 -0.1035 -1.7265 -0.230 0.410 -1.509
H 1.0985 1.5568 1.5786 -0.383 -0.314 -0.008
H 0.2858 -1.7426 0.7744 -0.678 -2.732 3.905
```
Forces are in eV/Å.